*a*
Density functional theory data (ωB97M-V with the def2-TZVPD basis set) for C4H7N3O in the gas phase.

```
! RIJCOSX wB97M-V def2-TZVPD def2/J DEFGRID3
* xyz 0 1
C -0.359 0.839 0.131
C -0.008 -0.431 -0.318
N 0.240 2.015 -0.316
N -0.852 -1.485 -0.106
C -1.357 0.985 1.160
C 1.302 -0.702 -0.903
N 1.915 -1.806 -0.961
O -2.046 0.096 1.649
H 1.128 1.925 -0.786
H 0.223 2.766 0.357
H -1.571 -1.329 0.593
H -0.466 -2.414 -0.180
H 1.406 -2.623 -0.615
H -1.420 2.008 1.569
H 1.864 0.154 -1.275
*
```

## Properties
M = 113.1 g/mol
Kohn-Sham gap (spin up / spin down) = 0.2683 / 0.2683 hartree
structure (SMILES) = [H]/N=C\C(N)=C(/N)C=O
LUMO (spin up / spin down) = -0.0142 / -0.0142 Ha
highest occupied orbital energy (spin up / spin down) = -7.69 / -7.69 eV



*b*
Density functional theory data (ωB97M-V with the def2-TZVPD basis set) for C4H7N3O in the gas phase.

```
! RIJCOSX wB97M-V def2-TZVPD def2/J DEFGRID3
* xyz 0 1
C 0.953 0.080 -0.088
C 0.513 -1.323 0.112
C -0.981 -1.222 -0.047
C -1.427 0.150 -0.063
H 0.213 2.281 0.996
H -0.162 2.957 -0.781
H 2.966 -0.012 -0.150
H 1.068 -1.479 1.061
H 0.820 -1.954 -0.771
H -1.587 -1.643 0.867
H -1.386 -1.960 -0.773
N -0.311 2.307 0.147
N -0.238 0.813 -0.221
N 2.136 0.553 -0.173
O -2.577 0.451 -0.116
*
```

## Properties
M = 113.1 g/mol
Kohn-Sham gap = 0.3853 hartree
structure (SMILES) = [H]/N=C1\CCC(=O)N1N
LUMO = 0.0265 Ha
highest occupied orbital energy = -9.76 eV



Stability, lowest: *b*



*a*
Density functional theory data (ωB97M-V with the def2-TZVPD basis set) for C4H7N3O as an isolated structure.

```
! RIJCOSX wB97M-V def2-TZVPD def2/J DEFGRID3
* xyz 0 1
C 0.797 0.575 0.727
C -0.399 -0.822 -1.190
C -0.048 -0.731 0.869
C 0.981 0.607 -0.707
N -1.464 -0.459 1.201
N -1.800 0.644 1.616
N 1.634 0.908 -1.669
O 0.477 -1.768 1.259
H -2.824 0.649 1.749
H 2.406 1.564 -1.711
H 0.210 1.446 1.042
H 1.740 0.492 1.272
H -1.305 -1.376 -0.941
H -0.769 -0.203 -2.010
H 0.362 -1.525 -1.509
*
```

## Properties
M = 113.1 g/mol
Kohn-Sham gap = 0.3193 hartree
LUMO = -0.0087 Ha
highest occupied orbital energy = -8.92 eV



*b*
Density functional theory data (ωB97M-V with the def2-TZVPD basis set) for C4H7N3O in the gas phase.

```
! RIJCOSX wB97M-V def2-TZVPD def2/J DEFGRID3
* xyz 0 1
C -2.288 -1.833 0.391
C 0.067 0.314 0.158
C 1.016 -0.496 -0.549
C 2.119 0.175 -0.340
H -2.769 -2.635 0.050
H -1.787 -2.544 1.306
H -2.988 -1.150 0.942
H -1.763 -0.882 -1.495
H 0.656 -1.558 -0.854
H 3.208 0.077 -0.578
H 2.582 2.274 0.400
N -1.320 -1.129 -0.558
N -1.270 0.267 0.091
N 1.718 1.628 -0.002
O 0.435 1.511 0.693
*
```

## Properties
M = 113.1 g/mol
Kohn-Sham gap = 0.3316 hartree
structure (SMILES) = CN/N=c1\cc[nH]o1
LUMO = 0.0274 Ha
highest occupied orbital energy = -8.28 eV



Stability, lowest: *b*



*a*
Density functional theory data (ωB97M-V with the def2-TZVPD basis set) for a 9-piece molecular cluster, C5H28N2O9 overall.

```
! RIJCOSX wB97M-V def2-TZVPD def2/J DEFGRID3
* xyz 0 1
C 0.272 -0.441 -0.524
N 1.108 -1.237 0.387
C 0.968 -1.026 1.825
N 1.854 0.015 2.245
C 0.675 -0.631 -2.008
C -0.110 0.517 -2.688
C -1.591 0.274 -2.898
O -2.212 0.885 -3.729
H 0.354 0.491 -0.088
H -0.729 -0.748 -0.353
H 2.191 -1.271 0.226
H -0.060 -0.946 2.226
H 1.278 -1.917 2.324
H 1.708 0.503 3.082
H 2.917 -0.071 2.132
H 0.198 -1.463 -2.302
H 1.681 -0.469 -2.284
H -0.026 1.656 -2.340
H 0.484 0.824 -3.619
H -2.114 -0.394 -2.130
H -0.889 0.480 3.660
H -0.548 2.059 3.478
O -0.345 1.259 3.838
H -1.749 3.861 -0.984
H -0.542 3.423 -0.139
O -1.478 3.467 -0.212
H -1.259 -3.426 -0.644
H -1.341 -2.033 -1.048
O -1.987 -2.674 -0.822
H 1.009 -3.734 -1.687
H 0.607 -3.142 -0.270
O 0.413 -3.831 -0.870
H -2.375 -2.354 0.875
H -2.600 -0.906 1.356
O -2.523 -1.822 1.688
H 1.945 3.269 1.691
H 1.289 1.925 1.454
O 1.356 2.882 0.985
H -2.127 1.891 0.246
H -3.380 1.026 0.629
O -2.469 1.143 0.818
H 3.784 1.099 -0.523
H 3.275 0.431 -1.866
O 3.089 1.156 -1.138
*
```

## Properties
M = 260.3 g/mol
Kohn-Sham gap = 0.3420 hartree
structure (SMILES) = NCNCCCC=O.O.O.O.O.O.O.O.O
LUMO = -0.0002 Ha
highest occupied orbital energy = -9.31 eV



*b*
Density functional theory data (ωB97M-V with the def2-TZVPD basis set) for a 10-piece molecular cluster, C5H28N2O9 overall.

```
! RIJCOSX wB97M-V def2-TZVPD def2/J DEFGRID3
* xyz 0 1
C -1.600 0.272 2.593
C -2.472 -0.393 1.546
C -1.913 -0.306 0.173
C -2.613 -0.611 -0.938
N -1.967 -0.440 -2.254
C -2.192 -1.190 -3.222
N -0.257 -0.311 2.823
H -2.150 0.282 3.611
H -1.431 1.317 2.406
H -2.717 -1.415 1.862
H -3.438 0.147 1.516
H -0.896 -0.051 0.054
H -3.629 -1.015 -0.992
H -2.800 -2.111 -3.259
H -1.696 -0.928 -4.204
H 0.374 -0.015 2.082
H 0.087 0.204 3.631
H 1.356 1.193 -2.768
H 2.494 2.043 -3.396
O 2.168 1.145 -3.300
H 2.548 3.569 -0.858
H 3.146 3.140 0.534
O 2.492 3.685 0.087
H 3.086 -2.474 -0.315
H 3.143 -1.373 -1.390
O 2.997 -1.523 -0.450
H -0.648 -2.380 2.823
H -1.990 -2.645 3.300
O -1.241 -3.174 2.955
H -1.444 -3.611 1.206
H -0.235 -4.263 0.586
O -1.128 -3.990 0.365
H -1.102 1.135 -2.452
H -0.756 2.037 -3.641
O -0.395 1.749 -2.797
H 3.707 0.442 2.086
H 2.879 1.405 1.353
O 3.815 1.311 1.673
H -0.559 2.308 -0.962
H 0.402 3.263 -0.193
O -0.218 2.538 -0.090
H 1.086 1.226 0.155
H 1.771 -0.306 0.048
O 1.463 0.451 0.580
*
```

## Properties
M = 260.3 g/mol
Kohn-Sham gap = 0.3513 hartree
structure (SMILES) = C=N/C=C/CCN.O.O.O.O.O.O.O.O.O
LUMO = 0.0095 Ha
highest occupied orbital energy = -9.30 eV



*c*
Density functional theory data (ωB97M-V with the def2-TZVPD basis set) for a 9-piece molecular cluster, C5H28N2O9 overall.

```
! RIJCOSX wB97M-V def2-TZVPD def2/J DEFGRID3
* xyz 0 1
C 1.155 -0.716 3.331
C 1.544 -1.069 1.934
N 2.254 -0.142 1.075
C 2.443 -0.697 -0.252
C 1.497 1.094 1.070
C -0.078 1.014 0.768
N -0.594 1.663 -0.402
O 1.590 -2.225 1.535
H 0.924 0.324 3.517
H 0.323 -1.303 3.698
H 2.032 -0.961 3.929
H 3.347 -1.328 -0.262
H 2.566 0.124 -0.938
H 1.692 -1.321 -0.714
H 1.527 1.669 1.989
H 1.913 1.752 0.288
H -0.385 -0.033 0.816
H -0.397 1.449 1.775
H 0.104 1.819 -1.120
H -1.276 1.028 -0.826
H 0.250 0.606 -3.568
H 1.273 1.486 -4.144
O 0.960 1.215 -3.271
H -0.611 3.210 3.703
H -0.169 3.901 2.390
O 0.165 3.463 3.200
H -0.836 -0.800 -3.273
H -2.072 -0.690 -4.197
O -1.531 -0.124 -3.624
H -0.689 -2.449 -2.136
H 0.655 -1.925 -2.227
O -0.088 -2.105 -2.829
H -2.981 0.855 -1.865
H -2.319 -0.434 -2.104
O -2.922 -0.002 -1.416
H -2.519 -2.221 -0.471
H -1.228 -2.578 0.196
O -1.589 -1.957 -0.472
H -1.522 3.332 0.502
H -2.408 4.236 1.355
O -1.480 4.072 1.146
H -0.607 -4.715 0.025
H 0.484 -4.048 0.938
O -0.397 -4.469 0.931
*
```

## Properties
M = 260.3 g/mol
Kohn-Sham gap = 0.3310 hartree
structure (SMILES) = CC(=O)N(C)CCN.O.O.O.O.O.O.O.O
LUMO = 0.0038 Ha
highest occupied orbital energy = -8.90 eV



Stability, lowest: *a*



*a*
Density functional theory data (ωB97M-V with the def2-TZVPD basis set) for C4H4N4O in the gas phase.

```
! RIJCOSX wB97M-V def2-TZVPD def2/J DEFGRID3
* xyz 0 1
C 0.778 -0.078 -0.815
C 1.487 1.071 1.069
C -0.532 0.189 1.302
C -1.605 -0.628 -0.633
H 0.404 -1.137 -2.424
H 2.139 1.798 1.558
H -1.397 -0.141 1.798
H -1.497 -0.785 -1.754
N 1.128 -0.743 -1.864
N 1.733 0.660 -0.120
N 0.430 0.732 1.946
N -0.452 -0.083 -0.048
O -2.617 -0.854 -0.015
*
```

## Properties
M = 124.1 g/mol
Kohn-Sham gap = 0.3374 hartree
structure (SMILES) = [H]/N=c1/ncncn1C=O
LUMO = -0.0266 Ha
highest occupied orbital energy = -9.91 eV



*b*
Density functional theory data (ωB97M-V with the def2-TZVPD basis set) for C4H4N4O as an isolated structure.

```
! RIJCOSX wB97M-V def2-TZVPD def2/J DEFGRID3
* xyz 0 1
C -0.162 -1.039 0.083
C 1.153 -0.813 0.361
C 1.748 0.459 0.051
C -0.938 0.782 0.047
H -1.268 -2.664 -0.101
H 1.499 -1.632 1.195
H 2.666 1.009 0.577
H -0.203 2.496 0.856
N 1.128 1.095 -0.977
N -0.099 1.092 -1.014
N -1.133 1.642 0.995
N -1.398 -0.410 0.099
O -0.374 -2.434 0.062
*
```

## Properties
M = 124.1 g/mol
Kohn-Sham gap = 0.2986 hartree
LUMO = -0.0572 Ha
highest occupied orbital energy = -9.68 eV



Stability, lowest: *b*



*a*
Density functional theory data (ωB97M-V with the def2-TZVPD basis set) for C6H13NO3 in the gas phase.

```
! RIJCOSX wB97M-V def2-TZVPD def2/J DEFGRID3
* xyz 0 1
C 2.120 2.401 0.646
C 1.360 1.195 0.107
C 0.255 0.749 1.061
N -0.486 -0.416 0.594
C -1.391 -0.225 -0.534
C -0.983 -0.964 -1.805
O -0.942 -2.376 -1.621
C -0.340 -1.609 1.233
O 0.406 -1.785 2.186
H 1.447 3.258 0.796
H 2.590 2.171 1.613
H 2.911 2.712 -0.049
H 0.930 1.440 -0.876
H 2.050 0.352 -0.053
H 0.684 0.496 2.037
H -0.459 1.574 1.216
H -2.412 -0.528 -0.255
H -1.430 0.849 -0.754
H -1.680 -0.707 -2.614
H 0.027 -0.653 -2.102
O -1.244 -2.609 0.919
H -1.834 -2.802 -1.744
H -1.582 -2.522 -0.001
*
```

## Properties
M = 147.2 g/mol
Kohn-Sham gap = 0.3581 hartree
structure (SMILES) = CCCN(CCO)C(=O)O
LUMO = 0.0149 Ha
highest occupied orbital energy = -9.34 eV



*b*
Density functional theory data (ωB97M-V with the def2-TZVPD basis set) for C6H13NO3 in the gas phase.

```
! RIJCOSX wB97M-V def2-TZVPD def2/J DEFGRID3
* xyz 0 1
C 0.007 0.359 -0.081
C -1.522 0.698 -0.202
C 0.207 -1.168 0.134
C 0.697 0.811 -1.389
C 0.589 1.159 1.104
C 1.568 -1.694 0.521
N -2.260 -0.180 -1.081
O -2.200 0.695 1.033
O 2.614 -0.981 0.084
O 1.756 -2.739 1.122
H -1.902 -0.068 1.549
H 3.395 -1.495 0.381
H -1.618 1.716 -0.598
H -3.187 0.232 -1.196
H -2.441 -1.052 -0.590
H -0.464 -1.501 0.935
H -0.077 -1.715 -0.774
H 0.414 0.175 -2.234
H 0.424 1.842 -1.642
H 1.788 0.795 -1.310
H 1.683 1.153 1.109
H 0.254 0.749 2.064
H 0.275 2.208 1.062
*
```

## Properties
M = 147.2 g/mol
Kohn-Sham gap = 0.3789 hartree
structure (SMILES) = CC(C)(CC(=O)O)[C@@H](N)O
LUMO = 0.0221 Ha
highest occupied orbital energy = -9.71 eV



Stability, lowest: *a*